C7H15N2O3 | wB97M-V/def2-TZVPD

The electronic energy is -610.6076 Eh. The maximum force is 0.062 Eh/bohr. The HOMO energy is -13.8 eV. The energy above the lowest of the compared OMol25 structures with the same formula, charge and spin comes out at 53.0 kcal per mole. For the HOMO-LUMO gap, the calculation gives 10.72 eV. Its net charge is +1.

Cartesian coordinates (Å):
O1 2.5679 -1.1821 2.3551
O2 1.5119 0.7528 0.9917
O3 0.7095 -1.3308 0.0682
N1 0.0534 2.1261 -0.1965
N2 -0.1267 -0.2192 -0.2853
C1 -1.1437 2.2450 -0.9829
C2 -0.6824 -0.5080 -2.7595
C3 2.8700 -0.6492 3.3853
C4 0.4575 0.8963 0.1981
C5 0.1776 -2.1518 1.1718
C6 -1.2258 -0.2837 -1.2955
C7 -2.0927 0.9408 -1.0855
H1 2.8392 -1.2261 4.2973
H2 -2.7304 1.1603 -1.9796
H3 -1.9339 -1.0642 -1.0542
H4 0.5637 -1.7092 2.1371
H5 -0.0061 -1.3884 -2.6777
H6 -1.5205 -0.6994 -3.4204
H7 -1.7358 2.9485 -0.3588
H8 0.5552 2.9894 0.0886
H9 1.8114 -0.3145 1.2025
H10 -0.9261 -2.1959 1.1735
H11 -1.0290 2.4342 -2.0522
H12 -0.2074 0.4167 -3.2773
H13 0.7046 -3.1711 1.0600
H14 -2.6874 0.7983 -0.1143
H15 3.2264 0.3856 3.4106